Entry 1:
{
  "formula": "C19H56NO19S",
  "method": "the ωB97M-V functional and the def2-TZVPD basis",
  "symbols": ["C", "N", "C", "C", "C", "C", "O", "H", "H", "H", "H", "H", "H", "H", "H", "H", "H", "H", "H", "H", "H", "S", "O", "O", "O", "O", "C", "C", "O", "O", "H", "H", "H", "H", "H", "H", "C", "C", "O", "O", "H", "H", "H", "H", "H", "H", "C", "C", "O", "O", "H", "H", "H", "H", "H", "H", "C", "C", "O", "O", "H", "H", "H", "H", "H", "H", "C", "C", "O", "O", "H", "H", "H", "H", "H", "H", "C", "C", "O", "O", "H", "H", "H", "H", "H", "H", "C", "C", "O", "O", "H", "H", "H", "H", "H", "H"],
  "positions_angstrom": [[-0.67278, 1.64478, -4.98219], [-0.85478, 0.20178, -4.54719], [-1.25278, -0.40722, -5.79919], [0.41822, -0.29322, -3.95519], [-1.87278, 0.34978, -3.49719], [-2.21478, -0.99922, -2.93019], [-3.24778, -0.82222, -1.89819], [-1.47678, 2.00178, -5.23619], [-0.04478, 1.36278, -5.87419], [-0.22878, 2.13278, -4.13819], [-0.62478, -0.36322, -6.68919], [-2.19678, -0.06222, -5.83719], [-1.51678, -1.36222, -5.51719], [0.34922, -1.23922, -3.58319], [0.61522, 0.30378, -2.99319], [1.36922, -0.26922, -4.76619], [-2.83978, 0.70578, -3.93519], [-1.52978, 0.74278, -2.58319], [-1.48278, -1.83122, -2.69519], [-2.72278, -1.72022, -3.67219], [-2.80378, -0.42722, -1.00819], [-0.22178, 0.01978, 0.26981], [-0.04678, -0.56822, 1.54681], [-1.55178, 0.04678, -0.03019], [0.15822, 1.38078, 0.31681], [0.52722, -0.68322, -0.77519], [-3.90978, -2.30922, 3.34781], [-2.79278, -2.70122, 2.39581], [-3.03478, -2.03122, 1.17881], [-3.69478, -3.05122, 4.51281], [-4.78978, -2.72822, 2.86181], [-3.93078, -1.29822, 3.42681], [-2.74078, -3.78122, 2.03881], [-1.84478, -2.16722, 2.55481], [-2.21078, -1.33922, 1.08281], [-3.13978, -2.50122, 5.16481], [1.42322, 0.62978, 4.19281], [0.44722, -0.27422, 4.89781], [-0.62178, -0.41522, 4.05581], [1.96222, -0.13822, 3.12781], [2.02422, 0.96278, 4.88281], [1.19122, 1.63378, 3.69181], [0.06122, 0.30878, 5.78081], [0.84222, -1.18922, 5.21281], [-0.24378, -0.67222, 3.13681], [1.16422, -0.14522, 2.61681], [-4.30878, 1.84078, 0.99581], [-3.36378, 2.11478, 2.26481], [-3.04178, 3.45878, 2.42081], [-3.30578, 1.96778, -0.03019], [-5.06878, 2.51378, 0.95881], [-4.51978, 0.69178, 1.08581], [-2.55178, 1.28178, 2.63781], [-4.04878, 1.83978, 3.11581], [-2.16578, 3.44478, 2.06581], [-2.52378, 1.34278, -0.11319], [4.29922, 0.76578, 1.11081], [3.57122, 2.10578, 1.16981], [3.00022, 2.54978, -0.01919], [4.41222, 0.35578, 2.51281], [5.38922, 0.89478, 0.82881], [3.69522, 0.02078, 0.58381], [4.06822, 2.96678, 1.57581], [2.77522, 1.96478, 1.96781], [2.13522, 2.21278, 0.05581], [3.40322, 0.11978, 2.59681], [0.22022, -3.91222, -0.02319], [1.23122, -3.45122, 1.01681], [0.51922, -3.10022, 2.25181], [0.54822, -3.25422, -1.26219], [-0.81878, -3.68822, 0.19481], [0.28122, -5.00822, -0.03619], [1.66222, -2.59122, 0.54381], [2.11122, -4.32222, 1.42081], [0.10622, -2.24222, 2.06081], [0.49322, -2.43722, -1.03119], [4.97922, -1.85022, -2.70819], [3.60322, -1.63122, -2.04419], [3.31722, -0.23322, -2.15219], [5.30422, -3.16822, -2.75419], [5.90422, -1.44622, -2.28719], [4.84622, -1.60422, -3.69019], [3.89822, -1.94522, -1.14119], [2.80122, -2.12122, -2.70619], [2.39122, -0.14622, -1.91119], [5.12122, -3.32722, -1.85419], [0.21122, 4.53578, 1.12581], [-0.47278, 4.41378, -0.24619], [0.13722, 3.47378, -0.98319], [0.03322, 3.43678, 1.99981], [-0.24078, 5.33778, 1.62781], [1.44822, 4.55378, 1.15381], [-0.53178, 5.33178, -0.64119], [-1.41978, 4.04778, -0.01119], [0.18022, 2.64678, -0.61719], [0.08922, 2.61078, 1.56781]],
  "forces_ev_per_a": [[9.90, -5.33, 1.41], [2.06, 3.16, 0.36], [0.61, -1.76, 1.10], [3.21, 3.10, -1.12], [-2.14, -3.57, -0.27], [-3.23, -4.22, 0.52], [2.40, 0.93, 0.77], [-8.59, 3.68, -2.62], [0.06, 2.09, 0.89], [0.59, 0.72, -0.04], [0.09, 0.40, 0.60], [-3.29, 1.83, -1.73], [0.21, -2.90, -0.03], [-0.58, -2.84, 0.53], [-0.03, -0.48, -1.74], [-2.80, 0.29, 2.24], [1.12, 0.39, 0.58], [0.87, 2.12, 0.44], [0.40, 1.96, 0.77], [-0.10, 1.56, 0.31], [-0.94, -1.50, -2.86], [5.79, -0.39, -1.96], [0.62, -2.30, 2.96], [-9.10, -1.04, -2.22], [2.69, 3.54, 0.67], [0.68, -0.27, -0.41], [1.26, -4.52, -1.55], [0.86, 0.68, -1.86], [2.10, 3.44, -2.23], [0.79, 1.22, 3.21], [-0.50, 0.43, 0.21], [-0.26, 3.08, 0.55], [0.15, 0.94, 1.67], [0.05, -1.73, 2.04], [-3.58, -2.34, -0.25], [-1.19, -1.28, -1.68], [-1.77, -0.07, -2.89], [-1.51, 4.13, 0.61], [-1.13, -1.67, -2.54], [0.77, -0.01, 1.08], [4.68, 1.09, 3.48], [-1.35, -1.26, 0.96], [0.35, -0.68, -0.37], [1.15, -1.41, 0.43], [-1.68, 0.60, 2.28], [-0.02, -0.56, -1.92], [7.79, -5.36, 1.89], [-3.23, -2.96, 2.95], [0.09, -0.48, -0.09], [-0.61, 1.21, -2.47], [-2.10, 1.80, -0.60], [-0.66, 2.11, -0.18], [-1.11, 2.10, -2.10], [0.04, 0.61, -0.16], [1.44, 0.95, -0.27], [-1.77, 0.51, 1.32], [2.05, 1.00, 2.01], [-1.24, -0.16, 1.38], [0.97, 0.40, -0.67], [-2.26, -0.55, -1.38], [-1.42, -0.43, -0.62], [0.44, 0.20, -0.52], [1.36, -0.01, 0.25], [0.46, -0.02, -0.94], [-1.96, -0.49, -0.66], [2.28, 0.23, 1.13], [0.64, -0.93, -0.44], [0.26, -1.91, 3.11], [1.02, -0.49, -0.95], [0.29, -9.66, -2.15], [-0.08, 0.33, 0.66], [-0.04, 0.18, -0.97], [1.02, 0.54, 0.37], [-2.62, 2.64, -1.64], [0.25, -0.34, -0.05], [-0.45, 8.75, 1.80], [-0.11, 1.44, -0.32], [0.12, 1.96, -5.31], [0.18, -0.38, 0.30], [-0.10, -2.70, -0.55], [-0.78, 1.61, 0.38], [0.15, 1.53, -2.74], [-0.88, -1.34, 4.36], [1.34, -0.36, 1.75], [-0.18, 0.23, 0.56], [0.16, -2.08, 1.77], [3.67, -1.26, -0.04], [1.40, -2.78, 4.32], [1.54, 2.87, -5.23], [-1.43, 1.24, 1.53], [-0.20, 1.54, 0.84], [-2.99, 1.03, -1.02], [0.02, 3.29, -2.13], [-2.38, -0.13, 0.47], [-0.28, -3.17, 1.85], [0.23, -1.59, -1.19]],
  "mulliken_charge": [-1.17, 0.14, -1.05, -0.61, 0.18, -0.46, -0.59, 0.63, 0.48, 0.29, 0.33, 0.50, 0.50, 0.65, -0.17, 0.20, 0.41, -0.06, 0.08, 0.33, 0.47, 0.06, -1.85, -0.90, 1.13, 1.00, -0.52, 0.44, -0.51, -0.60, 0.33, 0.22, 0.19, -0.28, 0.17, 0.35, -0.48, -0.30, -0.49, -0.54, 0.69, -0.10, 0.31, 0.31, 0.26, 0.82, -0.32, 0.12, -0.69, -0.69, 0.49, 0.09, -0.21, 0.42, 0.14, 0.29, -0.15, 0.39, -0.54, -0.69, 0.28, -0.10, 0.49, -0.46, 0.02, 0.62, 0.05, 0.17, -0.53, -0.59, 0.07, 0.39, -0.14, 0.22, 0.23, -0.22, -0.94, 0.40, -0.55, -0.53, 0.31, 0.41, 0.27, 0.06, -0.02, 0.33, -0.38, -0.75, -0.69, -0.73, 0.48, 0.11, 0.62, 0.25, 0.48, -0.03],
  "lumo_energy_ev": 1.45,
  "homo_lumo_gap_ha": 0.27734,
  "total_charge": -1,
  "spin_multiplicity": 1,
  "molar_mass_g_mol": 634.71,
  "e_homo_ev": -6.1,
  "e_above_lowest_ev": 1.046
}



Entry 2:
{
  "formula": "C19H56O9",
  "method": "the ωB97M-V functional and the def2-TZVPD basis",
  "symbols": ["C", "C", "C", "O", "H", "H", "H", "H", "H", "H", "H", "H", "C", "C", "C", "O", "H", "H", "H", "H", "H", "H", "H", "H", "C", "C", "C", "O", "H", "H", "H", "H", "H", "H", "H", "H", "C", "C", "C", "O", "H", "H", "H", "H", "H", "H", "H", "H", "C", "C", "C", "O", "H", "H", "H", "H", "H", "H", "H", "H", "C", "C", "C", "O", "H", "H", "H", "H", "H", "H", "H", "H", "C", "O", "H", "H", "H", "H", "O", "H", "H", "O", "H", "H"],
  "positions_angstrom": [[0.87547, -4.02105, -1.14773], [1.58956, -4.85751, -2.19369], [0.67159, -5.07548, -3.41290], [2.80866, -4.28823, -2.58508], [-0.06053, -4.46284, -0.79292], [0.57101, -3.03629, -1.52971], [1.48741, -3.78119, -0.27643], [1.77564, -5.85427, -1.78770], [-0.12889, -5.78320, -3.19350], [1.27772, -5.52305, -4.20437], [0.27356, -4.12733, -3.77867], [2.67203, -3.47371, -3.10254], [3.84218, 1.34036, -0.60973], [3.70356, 0.54347, 0.68530], [4.75766, 0.96528, 1.68676], [2.41811, 0.75079, 1.27547], [3.98590, 2.40630, -0.41935], [2.96031, 1.27180, -1.25200], [4.70182, 0.96833, -1.17285], [3.81984, -0.51660, 0.43443], [5.74345, 0.69549, 1.30653], [4.57732, 0.49483, 2.65411], [4.76683, 2.04327, 1.86031], [1.74097, 0.40567, 0.67495], [0.91950, 3.94173, 0.15020], [1.09979, 4.04819, 1.65103], [0.06660, 3.23578, 2.41343], [2.41046, 3.59012, 2.02196], [-0.11016, 4.20699, -0.13016], [1.05309, 2.90590, -0.16998], [1.53891, 4.61744, -0.43755], [1.05079, 5.10330, 1.92838], [0.26611, 3.22376, 3.48453], [0.02511, 2.20758, 2.04856], [-0.94045, 3.65457, 2.30248], [2.47763, 2.67517, 1.70298], [-3.60421, 1.70144, 0.54273], [-3.61179, 2.69051, 1.68377], [-5.03931, 3.21868, 1.92241], [-3.14500, 2.00395, 2.85313], [-2.59640, 1.28500, 0.45317], [-3.93005, 2.12303, -0.40321], [-4.22528, 0.84812, 0.82463], [-2.99150, 3.57499, 1.51277], [-5.38171, 3.70323, 1.00412], [-5.08674, 3.96866, 2.71307], [-5.69974, 2.38690, 2.16712], [-2.82443, 2.65602, 3.48252], [-2.94917, -1.77733, 1.97635], [-3.55089, -1.50922, 3.36729], [-2.52997, -1.24323, 4.47476], [-4.48006, -0.43349, 3.29802], [-2.12911, -1.08202, 1.76498], [-3.72272, -1.61553, 1.23009], [-2.53640, -2.78713, 1.93017], [-4.11291, -2.41945, 3.60305], [-2.11400, -2.15645, 4.89993], [-3.01390, -0.68608, 5.27467], [-1.74270, -0.60976, 4.05374], [-3.96831, 0.38751, 3.16012], [3.37922, 0.25449, -4.15050], [2.51510, -0.86104, -3.59561], [1.02259, -0.52953, -3.69469], [2.75047, -2.07536, -4.32405], [3.29481, 0.33300, -5.23413], [4.41750, 0.23192, -3.82286], [3.00975, 1.20236, -3.73754], [2.77019, -1.00029, -2.54530], [0.43040, -1.42718, -3.88486], [0.78821, 0.15887, -4.51548], [0.56799, -0.07508, -2.81074], [2.36474, -2.00273, -5.20120], [-2.35980, 0.34910, -2.37690], [-2.29023, -0.73660, -1.46275], [-1.71369, 1.15768, -2.04450], [-1.97263, 0.04094, -3.35791], [-3.38776, 0.67237, -2.55232], [-2.91133, -1.41747, -1.73089], [0.01311, -0.23315, 0.13387], [-0.78892, -0.33183, -0.40313], [0.09864, -1.07036, 0.61559], [0.69650, -2.37036, 1.89838], [0.22519, -2.99940, 2.45453], [1.37766, -1.99404, 2.46905]],
  "forces_ev_per_a": [[-0.29, 0.73, 0.45], [-1.21, 0.10, -0.46], [0.61, -0.25, 0.02], [0.52, 0.02, 0.19], [0.14, -0.29, -0.04], [0.16, -0.10, -0.32], [0.13, -0.32, -0.03], [0.44, 0.10, 0.11], [-0.17, 0.21, 0.08], [-0.07, 0.05, -0.05], [-0.12, -0.01, 0.03], [-0.12, -0.34, -0.03], [0.07, 0.10, -0.18], [-0.16, 0.39, -0.37], [0.05, -0.07, 0.15], [0.28, -0.03, 0.12], [0.05, -0.03, 0.15], [-0.03, -0.27, 0.09], [0.00, 0.10, -0.03], [0.00, -0.09, 0.17], [0.03, -0.10, 0.13], [0.13, -0.15, -0.07], [-0.20, 0.03, -0.15], [-0.27, 0.13, -0.04], [-0.96, 0.01, -0.40], [0.66, -0.33, 0.12], [-0.61, 0.17, 0.02], [-0.19, 0.38, -0.20], [0.03, -0.06, 0.16], [0.19, 0.02, -0.05], [0.39, -0.13, 0.22], [0.06, -0.05, 0.20], [0.26, -0.01, -0.02], [0.09, -0.04, 0.01], [0.11, 0.04, -0.17], [-0.10, -0.08, 0.16], [0.77, -0.48, 0.50], [-1.22, 0.62, 0.34], [0.36, -0.05, -0.27], [0.22, 0.06, -0.21], [-0.01, 0.15, -0.24], [-0.06, 0.10, 0.01], [-0.23, 0.11, -0.15], [0.31, -0.25, -0.26], [-0.12, -0.07, 0.04], [0.10, -0.10, 0.10], [-0.07, 0.03, 0.01], [-0.02, -0.07, 0.10], [0.48, 0.43, 0.62], [-0.16, -0.30, -0.29], [-0.02, 0.18, -0.48], [0.14, -0.01, -0.07], [-0.09, 0.03, -0.01], [-0.04, -0.28, -0.09], [-0.10, -0.05, -0.17], [-0.30, 0.31, 0.24], [0.16, -0.01, -0.13], [-0.06, -0.08, 0.08], [0.16, -0.10, 0.23], [-0.19, -0.19, 0.14], [-0.26, 0.94, 0.59], [-0.58, 0.39, -0.67], [-0.70, 0.28, -0.14], [0.43, -0.16, 0.68], [0.11, -0.14, -0.05], [0.08, -0.47, -0.28], [-0.07, -0.04, -0.14], [0.11, -0.57, -0.08], [0.16, -0.16, 0.11], [0.28, -0.06, -0.09], [0.44, 0.00, 0.18], [-0.04, 0.11, -0.02], [0.03, -0.49, -1.05], [0.06, 0.32, 0.15], [-0.22, 0.04, 0.34], [0.02, 0.01, 0.08], [0.05, 0.27, 0.32], [0.03, -0.05, 0.03], [0.05, 0.08, -0.12], [0.12, -0.17, 0.09], [-0.05, -0.04, 0.11], [0.12, -0.05, 0.15], [-0.05, 0.04, -0.07], [-0.04, 0.09, -0.09]],
  "mulliken_charge": [-0.86, 0.36, -1.24, -0.56, 0.43, -0.02, 0.28, 0.34, 0.44, 0.32, 0.18, 0.29, -1.01, 0.67, -1.57, -0.46, 0.38, -0.02, 0.44, 0.49, 0.43, 0.37, 0.32, 0.17, -0.92, 0.27, -0.67, -0.64, 0.37, -0.01, 0.31, 0.36, 0.36, 0.05, 0.17, 0.34, -0.90, 0.87, -1.59, -0.68, -0.12, 0.51, 0.23, 0.25, 0.39, 0.43, 0.30, 0.29, -0.70, 0.36, -1.21, -0.54, -0.12, 0.23, 0.49, 0.35, 0.39, 0.36, 0.16, 0.27, -1.59, 1.15, -1.22, -0.63, 0.41, 0.32, 0.36, 0.00, 0.30, 0.46, 0.14, 0.33, -0.73, -0.41, 0.25, 0.31, 0.38, 0.22, -0.42, 0.07, 0.19, -0.54, 0.24, 0.25],
  "lumo_energy_ev": 0.33,
  "homo_lumo_gap_ha": 0.36635,
  "total_charge": 0,
  "spin_multiplicity": 1,
  "molar_mass_g_mol": 428.65,
  "e_homo_ev": -9.6,
  "e_above_lowest_ev": 1.057
}